1.
{"formula": "C15H17N3O5", "method": "the ωB97M-V functional and the def2-TZVPD basis", "charge": 0, "gap_ev": 8.8, "smiles": "COc1ccc(C(=O)Nc2cc(=O)n(C)c(=O)n2C)cc1OC", "largest_force_ev_per_a": 0.93, "homo_energy_ev": -8.5729, "species": ["C", "O", "C", "C", "C", "C", "C", "O", "N", "C", "C", "C", "O", "N", "C", "C", "O", "N", "C", "C", "C", "O", "C", "H", "H", "H", "H", "H", "H", "H", "H", "H", "H", "H", "H", "H", "H", "H", "H", "H"], "positions_angstrom": [[-6.51, -0.70, 0.13], [-5.76, 0.45, 0.46], [-4.43, 0.52, 0.28], [-3.87, 1.75, 0.65], [-2.52, 2.00, 0.53], [-1.67, 1.01, 0.05], [-0.23, 1.33, -0.06], [0.18, 2.45, -0.25], [0.59, 0.22, 0.10], [1.97, 0.17, 0.04], [2.75, 1.21, -0.33], [4.18, 1.09, -0.38], [4.96, 1.96, -0.70], [4.67, -0.18, -0.03], [6.11, -0.34, -0.07], [3.91, -1.25, 0.34], [4.39, -2.33, 0.64], [2.53, -1.05, 0.37], [1.73, -2.19, 0.78], [-2.21, -0.22, -0.33], [-3.57, -0.48, -0.24], [-4.13, -1.67, -0.63], [-3.31, -2.66, -1.19], [-6.19, -1.57, 0.69], [-6.46, -0.92, -0.94], [-7.54, -0.45, 0.39], [-4.54, 2.50, 1.02], [-2.11, 2.96, 0.80], [0.12, -0.63, 0.37], [2.32, 2.16, -0.58], [6.36, -1.36, 0.24], [6.58, 0.38, 0.59], [6.47, -0.16, -1.09], [1.08, -2.52, -0.03], [2.43, -2.99, 1.01], [1.15, -1.96, 1.68], [-1.57, -0.97, -0.77], [-3.98, -3.48, -1.44], [-2.81, -2.31, -2.10], [-2.56, -3.02, -0.47]], "lowdin_charge": [-0.07, -0.06, -0.19, 0.02, -0.01, -0.14, -0.39, 0.11, 0.17, -0.20, 0.08, -0.43, 0.08, 0.03, 0.00, -0.44, 0.07, 0.01, -0.01, 0.03, -0.18, -0.11, -0.08, 0.10, 0.10, 0.10, 0.13, 0.12, 0.10, 0.11, 0.09, 0.10, 0.10, 0.10, 0.09, 0.10, 0.10, 0.10, 0.10, 0.10]}

---

2.
{"formula": "C4H16NO3", "method": "the ωB97M-V functional and the def2-TZVPD basis", "charge": 1, "gap_ev": 12.0, "largest_force_ev_per_a": 2.46, "homo_energy_ev": -14.7870, "species": ["C", "N", "C", "C", "C", "H", "H", "H", "H", "H", "H", "H", "H", "H", "H", "H", "H", "O", "H", "H", "O", "H", "H", "O"], "positions_angstrom": [[-0.09, 1.52, 1.08], [-0.20, 0.12, 0.52], [1.05, -0.58, 0.96], [2.12, 0.51, 1.14], [1.34, 1.89, 0.85], [-0.77, 2.12, 0.46], [-0.50, 1.55, 2.09], [-0.15, 0.11, -0.50], [-1.05, -0.27, 0.96], [1.33, -1.26, 0.16], [0.91, -1.15, 1.87], [2.49, 0.55, 2.15], [2.89, 0.55, 0.38], [1.54, 2.13, -0.19], [1.83, 2.61, 1.49], [-3.12, -1.44, 0.53], [-3.57, -0.32, 1.43], [-2.86, -0.53, 0.79], [-2.10, 0.03, -2.98], [-1.18, 1.12, -3.01], [-1.20, 0.23, -2.69], [1.73, -2.71, -1.76], [0.56, -1.91, -2.40], [0.82, -2.46, -1.65]], "lowdin_charge": [-0.12, 0.06, -0.12, -0.11, -0.13, 0.13, 0.14, 0.14, 0.12, 0.09, 0.14, 0.11, 0.11, 0.11, 0.12, 0.09, 0.08, -0.05, 0.05, 0.03, -0.03, 0.04, 0.04, -0.05]}

---

3.
{"formula": "C13H16N4", "method": "the ωB97M-V functional and the def2-TZVPD basis", "charge": 0, "gap_ev": 5.0, "largest_force_ev_per_a": 2.69, "homo_energy_ev": -6.2189, "species": ["C", "C", "C", "N", "C", "C", "C", "C", "C", "C", "C", "C", "C", "C", "H", "H", "H", "H", "H", "H", "H", "H", "H", "H", "H", "H", "H", "H", "H", "H", "N", "N", "N"], "positions_angstrom": [[-4.09, -1.51, 0.23], [-4.79, -0.21, -0.21], [-3.74, 0.90, -0.07], [-2.46, 0.19, -0.03], [-1.30, 0.81, -0.13], [-0.06, 0.15, -0.11], [1.12, 0.82, -0.38], [2.41, 0.20, -0.48], [3.48, 0.86, -1.14], [4.73, 0.27, -1.24], [4.96, -1.00, -0.67], [3.91, -1.68, -0.03], [2.65, -1.09, 0.07], [-2.58, -1.25, 0.14], [-4.34, -1.73, 1.27], [-4.37, -2.36, -0.39], [-5.09, -0.29, -1.26], [-5.67, 0.01, 0.39], [-3.77, 1.61, -0.90], [-3.92, 1.47, 0.86], [-1.33, 1.90, -0.25], [-0.04, -0.91, 0.14], [1.05, 1.88, -0.63], [3.28, 1.84, -1.58], [5.54, 0.79, -1.75], [5.95, -1.46, -0.74], [4.08, -2.66, 0.42], [1.84, -1.61, 0.59], [-2.05, -1.61, 1.03], [-2.15, -1.79, -0.72], [1.34, 1.90, 2.00], [2.24, 2.48, 2.52], [3.14, 3.05, 3.04]], "lowdin_charge": [-0.15, -0.15, -0.13, -0.10, -0.03, -0.09, -0.05, -0.22, -0.02, -0.07, -0.07, -0.07, -0.02, -0.14, 0.11, 0.11, 0.11, 0.11, 0.13, 0.13, 0.15, 0.10, 0.12, 0.12, 0.11, 0.10, 0.11, 0.11, 0.13, 0.13, -0.01, -0.54, -0.01]}

---

4.
{"formula": "C3H5NO2", "method": "the ωB97M-V functional and the def2-TZVPD basis", "charge": 0, "gap_ev": 10.4, "smiles": "[H]/N=C1/COCO1", "largest_force_ev_per_a": 2.73, "homo_energy_ev": -9.5254, "species": ["H", "N", "C", "C", "O", "C", "O", "H", "H", "H", "H"], "positions_angstrom": [[-1.39, -2.18, -0.37], [-1.73, -1.27, -0.07], [-0.73, -0.50, -0.05], [-0.57, 0.89, 0.47], [0.78, 1.25, 0.34], [1.42, 0.09, -0.13], [0.43, -0.68, -0.77], [-1.18, 0.98, -0.51], [-1.05, 1.54, 1.20], [2.20, 0.38, -0.83], [1.82, -0.49, 0.72]], "lowdin_charge": [0.07, 0.15, -0.47, -0.10, -0.07, -0.19, 0.02, 0.16, 0.15, 0.14, 0.14]}

---

Question: Which formula does entry 2 have?
Answer: C4H16NO3